Version one
Molecular formula: C4H14N2O
Method: DFT, ωB97M-V/def2-TZVPD

Each line ends with the Mulliken charge.
CARTESIAN COORDINATES (ANGSTROEM)
C 0.0111 -0.9665 -0.5044  -1.52
C 0.6833 0.3752 -0.7700  -0.15
C -0.1131 1.6624 -0.7416  -0.43
C -0.2846 2.3559 0.6097  -0.71
N 0.9510 2.7293 1.2690  -0.68
N 0.9214 -2.0362 -0.8283  -0.82
H -0.8717 -1.2650 -1.1235  0.01
H -0.2912 -0.7976 0.5137  0.47
H 1.1713 0.2684 -1.7989  0.24
H 1.5118 0.4185 0.0562  -0.01
H 0.3079 2.3363 -1.4500  0.36
H -1.2498 1.5305 -0.9372  0.23
H -0.8958 1.7230 1.2371  0.40
H -0.7768 3.2573 0.3501  0.34
H 1.7275 2.0637 1.2304  0.31
H 1.4282 3.4741 0.7097  0.27
H 0.8566 -2.3111 -1.7654  0.58
H 0.7215 -2.9216 -0.2888  0.58
H -1.2183 -3.6504 1.3614  0.47
H -2.4043 -4.5793 1.2868  0.76
O -2.1859 -3.6668 1.5837  -1.71

Charge: -1
Spin multiplicity: 2
<S²>: 0.75
HOMO (spin up / spin down), Ha: 0.03510 / -0.20068

Version two
Molecular formula: C4H14N2O
Method: DFT, ωB97M-V/def2-TZVPD

Each line ends with the Mulliken charge.
CARTESIAN COORDINATES (ANGSTROEM)
N -1.4503 -1.9221 0.2595  -1.13
C -0.0884 -1.8178 0.8016  -0.79
C 0.5001 -0.4102 0.5741  -0.77
N 0.4005 -0.0263 -0.7992  -0.08
C 0.8122 1.3412 -1.0921  -0.95
C 1.7775 1.4189 -2.2642  -1.23
H -1.6130 -2.8758 -0.0397  0.36
H -2.1546 -1.7055 0.9621  0.45
H -0.0926 -1.9667 1.8814  0.47
H 0.5700 -2.4719 0.2283  0.50
H 1.5374 -0.5346 0.8846  0.18
H 0.0638 0.3375 1.2488  0.29
H -0.5148 -0.1877 -1.1871  0.33
H 1.2528 1.7830 -0.2231  0.44
H -0.0544 1.9528 -1.3520  0.43
H 2.5248 0.6262 -2.2405  0.34
H 1.2114 1.3067 -3.2004  0.27
H 2.2463 2.4051 -2.3468  0.40
H -1.7560 1.4467 2.3775  0.51
H -2.9802 0.4715 2.5380  0.71
O -2.1927 0.8290 2.9891  -1.73

Charge: -1
Spin multiplicity: 2
<S²>: 0.75
HOMO (spin up / spin down), Ha: 0.04031 / -0.19005

Which one sits at the bottom of the stability order? version one does.

Version one
Molecular formula: C4H38O15
Method: DFT, ωB97M-V/def2-TZVPD

Each line ends with the Mulliken charge.
CARTESIAN COORDINATES (ANGSTROEM)
C 2.0306 2.7448 -1.0498  -0.82
C 0.7162 3.2001 -1.6996  -0.34
C -0.0773 2.0120 -2.2711  1.16
C -1.1835 2.3564 -3.2463  -1.61
O -0.5867 1.3431 -1.0791  -0.09
H 2.6599 2.4174 -1.8936  0.33
H 1.8167 1.8405 -0.4856  0.03
H 2.5403 3.5067 -0.4619  0.36
H 0.1020 3.7895 -1.0038  0.32
H 0.9919 3.7578 -2.5996  0.35
H 0.6714 1.3229 -2.6020  -0.71
H -1.6901 3.2490 -2.8519  0.35
H -0.6328 2.6796 -4.1316  0.38
H -1.9601 1.6130 -3.4078  0.37
H -1.0775 1.9381 -0.5012  0.15
H 0.5209 2.2122 2.7318  0.24
H -0.8977 2.2450 2.0117  0.27
O 0.0384 1.9442 1.9479  -0.50
H -2.6925 -1.4406 1.8661  0.23
H -2.6164 -2.5656 2.6774  0.36
O -3.3279 -2.0101 2.3289  -0.66
H -3.0421 3.1627 1.8482  0.29
H -2.8440 1.7358 1.2735  0.35
O -2.5697 2.3376 1.9970  -0.65
H -0.3488 -0.3377 -0.1447  0.12
H 0.6676 0.1970 0.8751  -0.06
O 0.0734 -0.5432 0.7038  0.07
H 2.6365 -2.6844 1.8094  0.28
H 1.3493 -3.3657 2.3987  0.28
O 1.9243 -2.6063 2.4419  -0.66
H 2.3544 -2.8222 -2.2861  0.31
H 1.8878 -4.1372 -1.7081  0.31
O 1.7583 -3.5521 -2.4656  -0.66
H 2.0209 -0.2349 2.4219  0.29
H 2.1171 1.2105 2.5676  0.29
O 2.6384 0.4852 2.2090  -0.67
H 0.5266 -1.7426 3.3834  0.31
H -0.4825 -1.7234 4.5090  0.27
O -0.4250 -1.6817 3.5481  -0.49
H -0.3170 -4.2461 -0.2819  0.27
H 0.3809 -3.0842 0.3637  0.34
O 0.5442 -3.9948 0.0739  -0.61
H 2.0143 -0.9544 -0.0100  0.17
H 1.2958 -1.6060 -1.2617  0.37
O 1.9322 -1.7311 -0.5545  -0.55
H -3.6961 0.1722 0.3853  0.32
H -2.9864 0.5986 -0.9590  0.29
O -3.4102 0.9130 -0.1578  -0.70
H 1.0999 -1.3776 -3.5493  0.27
H 1.8355 0.0581 -3.5285  0.29
O 1.0847 -0.4585 -3.8232  -0.69
H -1.1242 -2.1511 -2.8547  0.28
H -0.1049 -3.2725 -2.7978  0.35
O -0.8962 -2.9258 -2.3377  -0.56
H -1.6631 0.6824 3.3836  0.34
H -0.3265 0.7220 4.0047  0.33
O -1.2510 0.8021 4.2440  -0.66

HOMO, Ha: -0.38201

Version two
Molecular formula: C4H38O15
Method: DFT, ωB97M-V/def2-TZVPD

Each line ends with the Mulliken charge.
CARTESIAN COORDINATES (ANGSTROEM)
C -1.1572 0.3269 -0.9797  -0.36
O -1.7245 1.5633 -0.4863  -0.62
C -0.5315 -0.5107 0.1451  1.52
C 0.8988 -0.0485 0.3995  0.34
C 1.5534 -0.8575 1.5351  -1.79
H -2.0958 -0.1198 -1.3314  0.10
H -0.6990 0.5930 -1.9379  -0.22
H -1.1950 2.3771 -0.5194  0.37
H -0.5383 -1.5060 -0.2943  0.22
H -1.2621 -0.5320 0.9434  -0.39
H 1.0160 1.0400 0.4574  0.45
H 1.5133 -0.2393 -0.4908  -0.44
H 1.8827 -1.8205 1.1772  0.45
H 0.8354 -1.1928 2.2727  0.51
H 2.3097 -0.2530 2.0656  0.41
H 0.8884 4.2903 -0.2270  0.38
H 0.0877 3.9339 0.9482  0.23
O 0.0104 4.4834 0.1584  -0.68
H 1.9960 3.2324 2.9081  0.29
H 0.8213 2.2752 2.4355  0.28
O 1.7238 2.5799 2.2690  -0.58
H -3.5848 -2.2440 2.9710  0.27
H -3.1002 -1.2295 2.0322  0.28
O -2.9768 -2.1815 2.2217  -0.64
H -3.4785 -1.9688 -3.0609  0.29
H -2.6445 -2.3720 -1.9848  0.35
O -2.5276 -1.9958 -2.8837  -0.59
H -0.5728 -3.5955 2.7916  0.27
H -0.8250 -2.1534 2.3276  0.27
O -0.3645 -2.9623 2.1057  -0.54
H -2.4512 0.8931 0.9555  0.39
H -3.5794 1.5001 1.8365  0.31
O -2.7480 1.0207 1.9071  -0.77
H 0.3679 1.0631 -2.6364  0.37
H 1.6520 1.6258 -1.8604  0.25
O 0.9451 1.8125 -2.4856  -0.74
H -1.6298 2.0074 2.6500  0.50
H -1.1415 3.3360 2.2740  0.29
O -1.1100 2.7536 3.0410  -0.76
H 1.4031 -3.8800 -0.8549  0.27
H 1.0880 -3.0093 0.2322  0.12
O 1.4032 -2.9253 -0.6835  -0.51
H 0.0396 -2.3952 -2.7668  0.22
H -0.5202 -1.1214 -3.3231  0.26
O 0.1370 -1.4289 -2.6890  -0.53
H 3.3327 3.0782 0.2175  0.28
H 3.4861 2.8816 -1.2361  0.32
O 3.1823 3.5609 -0.6103  -0.65
H 2.4335 -1.7236 -2.5503  0.28
H 2.0547 -0.1765 -2.9568  0.39
O 2.7320 -0.8479 -2.8172  -0.73
H -2.6743 -3.5859 0.0041  0.29
H -3.2655 -2.1831 0.3955  0.39
O -3.2641 -2.8907 -0.2836  -0.71
H 3.6045 0.2160 -1.9053  0.43
H 4.2200 0.5911 -0.4611  0.28
O 4.0436 0.9151 -1.3614  -0.70

HOMO, Ha: -0.38391

Which one sits at the bottom of the stability order? version two does.

Version one
Molecular formula: C18H26N2O
Method: DFT, ωB97M-V/def2-TZVPD

Each line ends with the Mulliken charge.
CARTESIAN COORDINATES (ANGSTROEM)
C 5.1286 3.0789 -1.4422  -1.38
C 4.3269 1.7960 -1.2611  -0.14
C 4.0289 1.1250 -2.5991  -0.61
H 4.9699 0.8962 -3.1049  0.41
H 3.4697 1.8181 -3.2317  0.36
C 3.2239 -0.1714 -2.4362  -1.41
C 1.8633 0.0958 -1.8628  0.76
C 1.5740 -0.1749 -0.5304  -0.68
C 0.3297 0.1062 -0.0047  -0.51
C -0.6674 0.6765 -0.7952  0.56
C -0.3797 0.9447 -2.1327  -0.77
C 0.8653 0.6533 -2.6538  -0.54
H 1.0663 0.8574 -3.6961  0.44
H -1.1396 1.3558 -2.7808  0.45
C -1.9863 0.9579 -0.2213  0.77
N -2.3737 0.1697 0.7066  0.02
N -3.5678 0.3146 1.3030  -0.38
C -4.0846 -0.5380 2.2391  -0.10
O -5.1768 -0.2856 2.7076  -0.68
C -3.2822 -1.7549 2.6244  0.19
H -3.8898 -2.2889 3.3617  0.66
C -2.9814 -2.7034 1.4575  -0.59
H -3.8594 -3.2713 1.1525  0.37
C -1.8715 -3.5775 2.0288  -0.78
C -0.9662 -2.5727 2.7430  -0.28
H -0.4198 -3.0319 3.5659  0.39
C -1.8982 -1.4477 3.2302  -0.77
H -1.9598 -1.4176 4.3176  0.41
H -1.5397 -0.4788 2.8881  0.23
H -0.2391 -2.1764 2.0347  -0.05
H -1.3424 -4.1373 1.2588  0.40
H -2.2902 -4.2871 2.7446  0.30
H -2.6033 -2.1370 0.6070  0.22
H -4.1824 1.0931 1.0591  0.24
C -2.7839 2.1246 -0.7452  -2.06
H -3.1741 2.7178 0.0832  0.49
H -2.1623 2.7701 -1.3574  0.49
H -3.6282 1.7761 -1.3421  0.37
H 0.1134 -0.0976 1.0317  0.49
H 2.3356 -0.6094 0.1016  0.34
H 3.1185 -0.6438 -3.4159  0.40
H 3.7729 -0.8549 -1.7856  0.37
H 4.8877 1.1047 -0.6276  0.27
H 3.3864 2.0232 -0.7542  0.25
H 6.0782 2.8711 -1.9312  0.33
H 4.5775 3.7894 -2.0547  0.34
H 5.3326 3.5423 -0.4799  0.38

SMILES: CCCCc1ccc(/C(C)=N/NC(=O)C2CCCC2)cc1
HOMO, Ha: -0.30840

Version two
Molecular formula: C18H26N2O
Method: DFT, ωB97M-V/def2-TZVPD

Each line ends with the Mulliken charge.
CARTESIAN COORDINATES (ANGSTROEM)
C -4.9926 -0.5308 -0.9052  -1.26
H -4.9490 -1.5926 -1.2346  0.26
H -6.0059 -0.4931 -0.5140  0.41
H -5.0154 0.0352 -1.9574  0.26
C -3.7592 0.1350 -0.2644  0.30
N -2.4583 -0.2814 -0.6546  0.28
C -2.0493 0.5046 -1.7211  -1.95
C -1.0895 1.5143 -1.7322  -1.57
N 0.0714 1.0461 -0.9336  0.23
C -0.5000 0.5901 0.3876  -1.34
H -0.9452 1.1252 1.0422  0.69
C -1.2399 -0.7639 0.1126  -0.30
C -0.5342 -1.6648 -0.5019  -0.42
H 0.2443 -2.1296 0.3706  0.16
H -0.0400 -1.5399 -1.4423  0.35
C -1.3317 -3.0638 -0.4243  -0.59
O -2.3432 -2.8498 -1.5863  -0.64
H -2.7006 -2.0818 -1.4293  0.37
H -1.9650 -3.4613 0.3005  0.33
H -0.7099 -3.9876 -0.6793  0.31
H -1.7159 -0.9748 1.0682  0.86
H 0.4842 0.1624 1.1813  0.12
C 1.0069 1.9912 -0.6334  -0.64
C 2.2225 1.5259 0.1061  -0.63
C 3.2555 0.9074 0.2325  0.43
C 4.2570 0.5267 1.0401  0.96
C 4.2988 0.4257 2.4095  -0.27
C 5.4253 -0.4477 3.0046  -0.63
C 6.6392 -0.4502 2.4155  -0.53
C 6.5614 -0.1489 0.9954  -0.13
C 5.5016 0.2199 0.2855  -0.68
H 5.5655 0.5958 -0.8400  0.22
H 7.4787 -0.4006 0.3754  0.24
H 7.4955 -0.7818 2.7388  0.55
H 5.4551 -0.4543 4.0920  0.32
H 3.3769 0.2128 3.0443  0.24
H 1.2866 2.4619 -1.8655  0.20
H 0.5778 2.9497 0.1718  0.27
H -1.6622 2.3117 -1.0684  0.15
H -0.7008 1.8222 -2.4467  1.49
H -1.6808 -0.2520 -2.4307  0.53
H -2.8981 0.6689 -2.1481  1.24
H -3.7232 -0.5396 0.8968  0.14
C -3.9463 1.5995 0.2620  -1.28
H -3.0647 1.7683 0.8444  0.26
H -5.0760 1.6293 0.6972  0.35
H -4.1072 2.1605 -0.6613  0.34

HOMO, Ha: -0.30174

Which one sits at the bottom of the stability order? version two does.

Version one
Molecular formula: C8H14NO
Method: DFT, ωB97M-V/def2-TZVPD

Each line ends with the Mulliken charge.
CARTESIAN COORDINATES (ANGSTROEM)
C 2.1677 -2.6389 1.6988  -1.27
C -0.3511 -0.3033 -0.8433  1.01
C 0.9570 -0.6046 -1.2525  -0.41
C -0.8583 -0.7776 0.3869  -0.45
C 1.7724 -1.3333 -0.4335  -0.70
C -0.0464 -1.5212 1.1995  -0.52
C 1.2965 -1.8242 0.8263  0.63
O -1.1741 0.4126 -1.6177  -0.50
H -0.7958 0.5476 -2.4827  0.29
H 1.3329 -0.2150 -2.1922  0.36
H -1.8824 -0.6032 0.6901  0.52
H 2.7839 -1.5715 -0.7331  0.46
H -0.4243 -1.9058 2.1376  0.42
H 2.7545 -3.3239 1.0812  0.41
H 1.5557 -3.2394 2.3716  0.40
H 2.8842 -2.0503 2.2831  0.34
C -0.8378 3.7051 0.2790  -0.77
N -2.0059 2.9031 -0.2155  -0.24
H -2.3148 2.2131 0.4723  0.34
H -2.8144 3.5072 -0.4057  0.41
H -1.8036 2.3630 -1.0663  0.26
H -1.1085 4.1639 1.2218  0.37
H -0.6297 4.4857 -0.4470  0.36
H 0.0406 3.0744 0.3689  0.30

Charge: +2
Spin multiplicity: 2
<S²>: 0.76
HOMO (spin up / spin down), Ha: -0.63680 / -0.66473

Version two
Molecular formula: C8H14NO
Method: DFT, ωB97M-V/def2-TZVPD

Each line ends with the Mulliken charge.
CARTESIAN COORDINATES (ANGSTROEM)
C -0.3475 2.1708 -2.1941  -1.14
C 1.0310 -0.3888 0.9079  1.08
C 1.2981 -0.8518 -0.3949  -0.95
C 0.6494 0.9402 1.2054  -0.50
C 0.9605 0.0519 -1.4413  -0.10
C 0.4677 1.7696 0.1403  -0.49
C 0.3940 1.3188 -1.1684  0.23
O 1.2355 -1.2594 1.9353  -0.47
H 1.2521 -0.5696 2.7708  0.43
H 1.5376 -1.8858 -0.5832  0.52
H 0.6118 1.3510 2.2087  0.40
H 1.0839 -0.3137 -2.4624  0.46
H 0.3448 2.8323 0.5501  0.37
H -0.9622 1.5515 -2.8347  0.41
H 0.3232 2.9084 -2.6813  0.33
H -1.1709 2.6660 -1.6037  0.39
C -2.6950 -0.9514 0.3473  -0.73
N -1.5542 -1.9564 0.3935  -0.17
H -0.8182 -1.6541 -0.2834  0.16
H -1.1853 -1.9667 1.3436  0.37
H -1.8175 -2.8695 0.0485  0.41
H -2.4550 -0.1405 1.0120  0.30
H -3.6873 -1.2484 0.7030  0.36
H -2.7337 -0.5245 -0.6706  0.33

Charge: +2
Spin multiplicity: 2
<S²>: 0.77
HOMO (spin up / spin down), Ha: -0.66051 / -0.68369

Which one sits at the bottom of the stability order? version two does.

Version one
Molecular formula: CH3NS
Method: DFT, ωB97M-V/def2-TZVPD

Each line ends with the Mulliken charge.
CARTESIAN COORDINATES (ANGSTROEM)
C 1.6046 0.0474 0.4119  0.01
N -0.7023 -0.7868 0.3856  -0.57
S 2.7252 -0.6481 1.2353  -0.21
H 1.1761 0.8706 -0.0892  0.37
H -0.9113 -0.4415 -0.5389  0.20
H -1.1732 -0.2305 1.0926  0.20

HOMO (spin up / spin down), Ha: -0.34741 / -0.28202

Version two
Molecular formula: CH3NS
Method: DFT, ωB97M-V/def2-TZVPD

Each line ends with the Mulliken charge.
CARTESIAN COORDINATES (ANGSTROEM)
C -1.5688 -0.3005 -0.0375  -0.10
N 0.4072 1.0355 0.0089  -0.54
S -3.0597 0.1306 0.0191  -0.12
H -1.2951 -1.2979 -0.3431  0.27
H 0.9947 0.2501 0.1811  0.23
H -0.1046 1.3784 0.8127  0.25

HOMO (spin up / spin down), Ha: -0.34978 / -0.31387

Version three
Molecular formula: CH3NS
Method: DFT, ωB97M-V/def2-TZVPD

Each line ends with the Mulliken charge.
CARTESIAN COORDINATES (ANGSTROEM)
C 1.3213 -0.3617 0.3137  0.03
N -0.3909 0.5968 0.2368  -0.63
S 2.6750 0.1276 -0.2052  -0.18
H 1.0774 -1.2313 0.9285  0.29
H -0.5568 0.5333 -0.7647  0.24
H -0.0017 1.5200 0.3956  0.24

HOMO, Ha: -0.32849

Which one sits at the bottom of the stability order? version one does.